This record from OMol25 describes a molecular structure, C36H59N12O2Ti. The level of theory is ωB97M-V with the def2-TZVPD basis set.

Geometry as XYZ:
```
110
Properties=species:S:1:pos:R:3:lowdin_charge:R:1
H -2.249 -0.764 0.498 0.036
H -1.857 1.573 3.732 0.129
H 3.739 3.761 -4.281 0.115
H -2.500 -0.608 2.980 0.101
N 2.182 -0.299 1.703 -0.035
N -2.549 3.026 1.419 -0.158
H -1.888 -5.469 -0.247 0.075
H 4.802 2.329 -0.542 0.103
N 0.314 -0.402 3.588 -0.226
N -2.607 1.234 -0.056 -0.077
H -2.549 -2.222 3.673 0.130
H -4.114 4.281 1.944 0.101
C 3.484 0.512 -5.179 -0.059
H -1.493 -1.049 -3.730 0.104
N 3.157 1.373 0.413 -0.097
H 1.166 1.491 3.455 0.102
C 2.359 0.172 -4.444 -0.023
H -0.431 -2.050 4.654 0.124
C -2.708 -0.194 -0.300 -0.029
C 2.236 2.405 -3.579 -0.064
H 3.568 -1.152 3.087 0.133
H -4.357 2.612 2.434 0.093
H 0.546 -4.792 2.354 0.104
C -1.685 -0.031 -4.043 -0.048
H 5.682 0.853 1.044 0.095
H -2.231 -0.458 -1.245 0.089
H 1.624 2.086 1.669 0.048
C -1.174 -4.656 -0.352 -0.014
H 2.143 -0.131 4.623 0.129
H 1.129 -4.762 0.690 0.097
H 6.228 -0.797 1.332 0.101
H -3.503 -0.574 -5.045 0.111
H 1.545 -1.776 4.643 0.125
C 2.389 2.465 1.005 -0.011
H -1.230 -0.536 5.056 0.136
N -2.959 -3.542 1.586 -0.118
H 4.187 0.872 -1.355 0.102
C -3.105 1.528 -5.200 -0.068
H 3.261 2.372 -1.408 0.068
C 1.660 -0.896 4.015 -0.119
H 4.488 -2.664 1.282 0.099
H -3.994 1.738 -5.780 0.113
H 6.094 -0.195 -0.326 0.098
C -0.819 -1.126 4.233 -0.123
H -0.673 3.867 1.031 0.085
H 0.174 1.276 4.894 0.142
H 1.749 3.155 -2.968 0.107
H 3.033 -2.307 0.321 0.075
C -1.073 2.286 -4.148 -0.024
N 4.263 -0.648 0.656 -0.136
H 1.060 -3.274 1.600 0.029
H 3.051 3.140 1.552 0.110
H 2.356 -2.278 2.519 0.082
H 1.891 3.019 0.209 0.079
H -4.593 3.086 0.750 0.069
C 4.088 -2.079 0.450 -0.027
H -3.855 -5.315 0.841 0.096
N -1.142 1.174 1.770 -0.004
C 1.732 1.111 -3.628 -0.143
H -2.414 3.562 -5.217 0.115
H 0.661 -1.473 -2.970 0.158
H -0.390 3.093 -3.912 0.116
C 0.239 1.062 3.824 -0.165
C -1.893 -1.481 3.220 -0.193
H -4.692 -2.624 2.373 0.105
N -1.212 -2.011 2.025 -0.028
C 2.520 -1.237 2.800 -0.177
Ti 0.130 -0.442 1.368 1.064
O 0.459 -1.696 -0.299 -0.058
O 0.216 2.657 -1.358 0.076
H -3.970 2.621 -0.971 0.079
C -1.656 -3.166 1.518 -0.375
H -2.515 -5.557 1.988 0.099
H -3.759 -0.484 -0.364 0.106
H 4.618 -2.373 -0.457 0.104
H -2.264 2.798 -1.434 0.090
H -3.214 1.442 -2.033 0.087
H 1.967 -0.835 -4.540 0.110
C 0.473 -0.686 -1.071 -0.540
H -1.584 -3.915 -1.040 0.096
H -1.546 4.646 2.373 0.092
H -0.751 2.778 3.125 0.103
C 3.992 1.803 -5.117 -0.063
C 3.201 0.145 0.944 -0.359
C -2.084 1.784 1.056 -0.366
H 4.865 2.072 -5.698 0.113
C 3.908 1.754 -0.786 -0.009
C -3.371 -4.935 1.742 -0.027
C -2.218 2.552 -4.882 -0.051
N 0.387 0.530 -0.502 0.096
C 5.641 -0.164 0.666 -0.026
C -0.801 0.991 -3.714 -0.145
C 0.340 1.466 -1.505 -0.384
C -4.074 -2.606 1.473 -0.030
H -3.719 -1.599 1.311 0.043
H -4.700 -2.892 0.625 0.109
C -1.653 4.178 1.392 -0.037
C -0.949 1.711 3.138 -0.166
H -0.276 -5.069 -0.801 0.093
H -4.088 -4.992 2.562 0.101
N -0.801 -4.024 0.917 -0.128
C -2.832 0.235 -4.785 -0.070
C 0.554 -4.213 1.429 -0.017
C -3.978 3.247 1.632 -0.015
H 3.955 -0.229 -5.813 0.113
C 3.361 2.747 -4.322 -0.057
C -3.046 2.090 -1.173 0.010
C 0.456 0.725 -2.879 -0.221
N 0.497 -0.660 -2.403 0.189
H -2.035 4.924 0.693 0.102
```

Output
- Spin multiplicity: 2
- Orbital gap (spin up / spin down): 8.12 / 9.02 eV
- Total charge: +2
- Highest occupied orbital energy (spin up / spin down): -12.7 / -13.3 eV